{
  "formula": "C61H56AsFN4O6PTi",
  "method": "wB97M-V/def2-TZVPD",
  "homo_ha": [-0.2214, -0.2215],
  "lumo_energy_ev": [-2.4, -2.4],
  "homo_lumo_gap_ev": [3.66, 3.66],
  "charge": 1,
  "e_tot_ev": -178366.59298,
  "symbols": ["Ti", "F", "C", "C", "C", "C", "O", "C", "C", "N", "C", "C", "C", "C", "C", "C", "N", "C", "C", "N", "C", "C", "C", "O", "O", "H", "H", "H", "H", "H", "H", "H", "H", "H", "H", "H", "H", "H", "H", "H", "H", "H", "H", "O", "P", "C", "C", "C", "C", "C", "C", "C", "C", "C", "C", "C", "C", "C", "C", "C", "C", "C", "C", "H", "H", "H", "H", "H", "H", "H", "H", "H", "H", "H", "H", "H", "H", "H", "C", "C", "C", "C", "C", "C", "C", "C", "N", "H", "H", "H", "H", "H", "H", "O", "As", "C", "C", "C", "C", "C", "C", "C", "C", "C", "C", "C", "C", "C", "C", "C", "C", "C", "C", "H", "H", "H", "H", "H", "H", "H", "H", "H", "H", "H", "H", "H", "H", "H", "O", "H", "H"],
  "coordinates": [[-1.28744, -0.01972, -0.52499], [4.54114, -3.51175, -0.35712], [4.39336, -2.16983, -0.53776], [3.11517, -1.65484, -0.62704], [2.91140, -0.27205, -0.83471], [1.61328, 0.27956, -0.95775], [0.53019, -0.48071, -0.76952], [1.52542, 1.68763, -1.27288], [2.63567, 2.45690, -1.33903], [3.89694, 1.93584, -1.18273], [5.03329, 2.80142, -1.20861], [5.06650, 3.97739, -2.13019], [5.95883, 2.80344, -2.39551], [4.07009, 0.56186, -0.96221], [5.32657, 0.00285, -0.88269], [5.51787, -1.38294, -0.66439], [6.86609, -1.87034, -0.63612], [7.72717, -1.47762, 0.47067], [9.16791, -1.30919, -0.10441], [9.10252, -1.81607, -1.50281], [8.66011, -3.23899, -1.51218], [7.16703, -3.22750, -1.05250], [0.24357, 2.30552, -1.58963], [0.11125, 3.43875, -2.00092], [-0.80604, 1.49782, -1.42254], [2.25813, -2.30790, -0.54419], [2.53207, 3.51175, -1.53774], [5.50165, 2.92603, -0.23382], [5.50675, 4.89303, -1.76208], [4.23399, 4.13338, -2.80167], [7.02082, 2.90596, -2.21077], [5.71202, 2.15951, -3.22904], [6.20182, 0.62997, -0.99468], [7.72765, -2.22978, 1.27018], [7.36503, -0.54275, 0.88888], [9.90324, -1.88559, 0.45165], [9.47540, -0.26555, -0.12884], [9.94840, -1.64773, -2.03846], [8.26086, -1.32278, -1.87191], [9.28984, -3.80633, -0.83048], [8.76877, -3.64139, -2.51632], [7.02171, -3.95948, -0.25220], [6.50678, -3.49499, -1.87322], [-1.27002, -1.73366, 0.58415], [-1.09149, -2.61702, 1.79406], [-1.73996, -4.26209, 1.41871], [-2.47547, -5.01096, 2.32977], [-2.98437, -6.24569, 1.95564], [-2.75949, -6.73432, 0.67727], [-2.01050, -5.99677, -0.23106], [-1.50461, -4.76255, 0.13610], [-2.00451, -1.96131, 3.19848], [-1.80112, -2.41475, 4.50010], [-2.60454, -1.93910, 5.52392], [-3.60666, -1.01733, 5.25052], [-3.79944, -0.55321, 3.95635], [-3.00228, -1.02673, 2.92693], [0.63681, -2.85916, 2.27411], [1.27005, -1.94424, 3.11339], [2.59068, -2.13432, 3.48123], [3.28761, -3.24419, 3.02766], [2.65873, -4.16711, 2.20383], [1.33997, -3.97880, 1.83007], [-2.65858, -4.62651, 3.32501], [-3.56245, -6.82277, 2.66505], [-3.17877, -7.68681, 0.38146], [-1.83264, -6.38432, -1.22540], [-0.93612, -4.16584, -0.56835], [-1.01140, -3.12768, 4.70945], [-2.45719, -2.29381, 6.53544], [-4.23924, -0.65608, 6.05067], [-4.57401, 0.17089, 3.74011], [-3.14257, -0.67175, 1.91518], [0.71602, -1.09249, 3.48787], [3.07721, -1.42276, 4.13592], [4.31962, -3.39311, 3.31666], [3.20135, -5.03433, 1.85274], [0.85585, -4.71385, 1.20232], [-2.50090, -1.19661, -1.91524], [-3.81956, -1.18188, -1.24958], [-4.13173, -2.11236, -0.24733], [-5.23647, -1.96850, 0.56536], [-6.12048, -0.91095, 0.35923], [-5.91979, -0.07291, -0.73872], [-4.79713, -0.21208, -1.52689], [-7.16902, -0.66472, 1.29395], [-7.97273, -0.44864, 2.08912], [-2.56327, -0.82622, -2.93779], [-2.06289, -2.19530, -1.91422], [-3.47372, -2.95073, -0.09042], [-5.41875, -2.67043, 1.37002], [-6.65030, 0.69551, -0.94616], [-4.64687, 0.45769, -2.36830], [-2.74886, 1.08965, 0.05624], [-2.95016, 2.47798, -0.90592], [-4.76311, 3.08232, -0.46597], [-5.82338, 3.13137, -1.36454], [-7.05542, 3.62490, -0.96460], [-7.23909, 4.06352, 0.33872], [-6.19113, 4.00205, 1.24541], [-4.95752, 3.51540, 0.84317], [-2.93555, 2.71008, -2.86144], [-3.55414, 3.87932, -3.29888], [-3.51854, 4.23675, -4.63732], [-2.88200, 3.42068, -5.55779], [-2.25955, 2.25935, -5.12640], [-2.27329, 1.91178, -3.78483], [-1.96795, 3.92127, -0.06385], [-1.14641, 3.60334, 1.00767], [-0.41672, 4.59825, 1.64062], [-0.51423, 5.91038, 1.20536], [-1.36620, 6.22962, 0.15694], [-2.09780, 5.23992, -0.47650], [-5.68847, 2.77931, -2.38008], [-7.87453, 3.66911, -1.67065], [-8.19980, 4.45412, 0.64706], [-6.33746, 4.34593, 2.26077], [-4.13093, 3.46633, 1.54298], [-4.07483, 4.51455, -2.59689], [-3.98674, 5.15782, -4.95842], [-2.86259, 3.68922, -6.60570], [-1.74508, 1.62247, -5.83374], [-1.73926, 1.03185, -3.46944], [-1.09384, 2.57315, 1.33707], [0.23124, 4.35073, 2.47219], [0.06161, 6.68874, 1.68867], [-1.45710, 7.25582, -0.17410], [-2.74572, 5.49746, -1.30198], [-0.12721, 0.44243, 1.71963], [0.45222, 0.98925, 2.25637], [0.43376, -0.02629, 1.07399]],
  "atomic_forces_ev_per_a": [[1.2, -3.1, 0.2], [0.0, -0.1, 0.1], [0.3, 0.4, 0.0], [-0.1, 0.0, 0.1], [-0.8, -0.2, -0.1], [1.1, 0.1, 0.2], [-0.6, 0.1, -0.1], [0.1, -0.2, 0.1], [-0.6, -0.1, -0.1], [-0.1, 0.5, -0.2], [0.0, -0.1, 0.1], [-0.1, 0.1, -0.1], [0.2, -0.1, 0.0], [0.6, -0.5, 0.0], [-0.3, 0.4, 0.0], [0.0, -0.5, 0.1], [0.0, 0.0, 0.0], [-0.1, -0.1, -0.1], [-0.2, 0.1, 0.4], [-0.1, -0.1, 0.0], [-0.3, -0.3, 0.1], [0.0, 0.2, -0.1], [0.8, 0.7, -0.5], [-0.2, -0.2, 0.0], [-0.1, 1.5, -0.5], [0.0, 0.0, 0.0], [0.2, 0.0, 0.0], [0.1, 0.0, 0.0], [0.0, 0.0, 0.0], [0.0, -0.1, 0.0], [0.0, 0.0, 0.0], [-0.1, 0.0, 0.0], [0.0, 0.0, 0.0], [0.0, 0.0, 0.0], [0.0, 0.0, 0.0], [0.1, 0.0, -0.1], [0.0, 0.0, -0.1], [0.0, 0.0, 0.0], [0.2, 0.1, -0.1], [0.1, 0.1, 0.0], [0.1, 0.1, 0.0], [0.0, 0.0, 0.0], [0.0, 0.0, 0.0], [-0.3, 0.0, 0.1], [0.0, -0.2, 0.4], [0.1, 0.2, -0.2], [0.1, 0.1, 0.1], [0.0, -0.1, 0.0], [0.0, 0.0, 0.0], [0.0, 0.0, 0.0], [0.0, 0.1, 0.0], [0.1, 0.0, -0.2], [0.1, 0.0, 0.0], [0.0, -0.1, 0.0], [0.0, 0.1, 0.0], [0.0, 0.0, 0.0], [0.2, 0.0, 0.0], [-0.2, -0.1, 0.1], [-0.1, 0.1, 0.0], [0.1, 0.0, 0.1], [-0.1, 0.0, -0.1], [0.2, 0.0, 0.0], [-0.1, 0.0, 0.0], [-0.1, 0.0, 0.0], [0.0, 0.0, 0.0], [0.0, 0.0, 0.0], [0.0, 0.0, 0.0], [0.0, 0.0, -0.1], [0.0, 0.0, 0.0], [0.0, 0.0, 0.0], [0.0, 0.0, 0.0], [0.0, 0.0, 0.0], [-0.1, 0.1, 0.0], [0.0, 0.0, 0.0], [0.0, 0.0, 0.0], [0.0, 0.0, 0.0], [0.0, 0.0, 0.0], [0.0, 0.0, 0.0], [0.0, 0.2, 0.1], [-0.5, -0.3, 0.0], [0.1, 0.1, -0.1], [-0.2, 0.0, 0.0], [0.4, -0.1, -0.2], [-0.1, 0.0, 0.0], [0.1, -0.2, -0.1], [-0.3, 0.1, 0.2], [0.0, 0.0, -0.1], [0.1, 0.1, 0.0], [0.1, 0.0, 0.0], [0.1, -0.1, 0.0], [0.0, 0.0, 0.0], [0.0, 0.1, 0.0], [0.0, 0.0, 0.0], [-0.2, 0.3, 0.0], [-1.2, 1.9, -0.1], [0.2, -0.1, 0.1], [0.1, -0.1, 0.0], [0.0, 0.0, 0.0], [0.0, 0.0, 0.0], [-0.1, 0.0, 0.0], [0.1, -0.1, 0.0], [0.2, -0.1, 0.2], [0.0, 0.0, 0.2], [0.0, 0.0, -0.1], [0.0, 0.0, 0.0], [-0.1, 0.0, 0.0], [0.0, -0.1, 0.0], [0.2, -0.3, 0.1], [-0.2, -0.2, 0.0], [0.0, 0.0, 0.0], [0.0, 0.0, 0.0], [0.0, 0.1, 0.0], [0.0, -0.1, -0.1], [-0.1, 0.0, 0.0], [0.0, 0.0, 0.0], [0.0, 0.0, 0.0], [0.0, 0.0, 0.0], [-0.1, 0.1, 0.1], [0.0, 0.0, -0.1], [0.0, 0.0, 0.0], [0.0, 0.0, 0.0], [0.0, 0.0, 0.0], [0.0, 0.0, 0.0], [0.1, 0.0, 0.0], [0.0, 0.0, 0.0], [0.0, 0.0, 0.0], [0.0, 0.0, 0.0], [0.0, 0.1, 0.0], [-0.2, -0.1, -0.1], [0.1, 0.2, -0.2], [0.5, 0.0, 0.3]]
}